# 1
{
  "formula": "C33H38AsCoN4S",
  "method": "wB97M-V/def2-TZVPD",
  "e_homo_ha": [-0.49263, -0.49226],
  "orbital_gap_ev": [6.6, 6.6],
  "max_force_ev_per_a": 1.4,
  "multiplicity": 1,
  "total_energy_ev": -150085.466,
  "total_charge": 2,
  "species": ["Co", "N", "C", "C", "C", "C", "C", "N", "C", "C", "C", "C", "C", "N", "H", "H", "H", "H", "H", "H", "H", "H", "H", "N", "C", "C", "C", "C", "C", "C", "C", "C", "C", "C", "C", "C", "H", "H", "H", "H", "H", "H", "H", "H", "H", "H", "C", "S", "C", "H", "H", "H", "H", "H", "H", "C", "As", "C", "C", "C", "C", "C", "C", "C", "C", "H", "H", "H", "H", "H", "H", "H", "H", "H", "H", "H", "H", "H"],
  "xyz": [[0.23370, 0.13536, 0.12412], [2.42345, 0.20210, 2.48232], [1.12842, 0.26631, 2.94254], [0.92838, 0.40167, 4.32189], [-0.35123, 0.46344, 4.81004], [-1.42496, 0.38445, 3.91918], [-1.15078, 0.23464, 2.58846], [0.11018, 0.17400, 2.09545], [2.93766, 0.24633, 1.20812], [4.33117, 0.23758, 1.07571], [4.89441, 0.28731, -0.17268], [4.06374, 0.36649, -1.29182], [2.71289, 0.36983, -1.09148], [2.14445, 0.29251, 0.13795], [3.12346, 0.23086, 3.20761], [1.78193, 0.46134, 4.98441], [-0.52184, 0.56483, 5.87353], [-2.44760, 0.44421, 4.26117], [-1.94093, 0.14552, 1.85448], [4.94791, 0.19251, 1.96355], [5.97062, 0.27086, -0.28082], [4.46419, 0.41990, -2.29318], [2.03122, 0.44251, -1.92407], [-0.25683, -0.13290, -1.79095], [-0.05168, 0.82160, -2.87575], [-0.29595, 0.37892, -4.16849], [-0.18575, 1.24653, -5.23866], [0.16544, 2.56836, -5.00087], [0.42149, 2.99511, -3.71034], [0.34276, 2.12528, -2.61680], [0.57236, 2.63749, -1.24235], [1.33083, 3.79923, -1.06440], [1.34237, 4.47874, 0.13897], [0.56392, 4.02262, 1.18867], [-0.11318, 2.81552, 1.06242], [-0.04922, 2.07526, -0.11896], [-1.27382, -0.20189, -1.64917], [0.04296, -1.04613, -2.12478], [-0.59783, -0.64959, -4.33704], [-0.38814, 0.89842, -6.24189], [0.22537, 3.27132, -5.82047], [0.66136, 4.03419, -3.54055], [1.90884, 4.18372, -1.89396], [1.91292, 5.39228, 0.23973], [0.49635, 4.58397, 2.11154], [-0.70998, 2.47658, 1.89507], [-4.72012, 0.81514, -0.01939], [-3.17974, -0.05076, -0.38229], [-3.73047, -1.76965, -0.32775], [-5.06587, 0.56820, 0.98194], [-5.47023, 0.54370, -0.75851], [-4.51165, 1.88048, -0.08715], [-4.47241, -1.94914, -1.10287], [-4.14482, -2.01007, 0.64983], [-2.85595, -2.39015, -0.51592], [-0.35670, -4.06435, -0.48582], [0.21483, -2.55244, 0.59909], [2.09774, -3.03798, 0.69556], [-0.48457, -3.11202, 2.35759], [0.14362, -4.35648, 2.91091], [1.35621, -4.29089, 3.59503], [1.88546, -5.41508, 4.20874], [1.20863, -6.62601, 4.14286], [0.00740, -6.70540, 3.45573], [-0.51828, -5.57794, 2.83888], [-0.03410, -4.97418, 0.02008], [0.11352, -4.01710, -1.46710], [-1.43732, -4.09117, -0.60995], [2.19786, -4.04136, 1.10396], [2.66422, -2.34419, 1.31288], [2.50515, -3.01950, -0.31609], [-1.55561, -3.25258, 2.20150], [-0.35452, -2.27839, 3.04822], [1.87720, -3.34104, 3.66935], [2.81980, -5.34512, 4.75017], [1.61187, -7.50036, 4.63538], [-0.53227, -7.64186, 3.41043], [-1.46981, -5.64181, 2.32236]],
  "atomic_forces_ev_per_a": [[-1.291, -0.304, 0.138], [0.125, -0.026, 0.097], [-0.094, -0.021, 0.015], [0.012, -0.040, 0.064], [-0.006, -0.019, 0.023], [0.015, -0.002, 0.022], [0.010, -0.151, 0.070], [0.057, 0.274, -0.336], [-0.055, 0.145, -0.035], [0.068, 0.005, -0.026], [0.035, 0.006, 0.036], [0.023, -0.031, 0.013], [0.117, -0.061, 0.041], [-0.435, -0.013, -0.426], [-0.017, 0.010, -0.017], [0.001, 0.010, -0.012], [0.002, 0.034, -0.010], [-0.002, -0.048, -0.013], [-0.001, 0.060, -0.032], [-0.011, -0.003, 0.004], [-0.006, 0.017, -0.008], [-0.023, 0.014, -0.004], [0.108, -0.010, 0.014], [0.287, 0.123, 0.283], [-0.016, -0.101, -0.220], [-0.073, -0.102, -0.025], [0.027, 0.009, 0.008], [0.005, -0.006, 0.044], [0.056, -0.043, -0.045], [0.123, 0.036, 0.142], [-0.146, 0.187, -0.065], [-0.265, 0.094, -0.190], [0.072, 0.087, 0.036], [-0.327, 0.046, -0.025], [0.053, 0.174, -0.147], [1.199, -0.467, 0.643], [-0.056, -0.009, -0.103], [-0.030, -0.036, 0.102], [0.011, 0.004, 0.009], [0.004, 0.006, 0.001], [0.015, -0.003, 0.007], [-0.010, 0.021, -0.014], [-0.046, 0.063, -0.020], [0.085, -0.058, 0.014], [-0.019, 0.019, -0.016], [0.169, -0.065, 0.126], [0.102, 0.040, -0.017], [0.042, -0.183, -0.055], [-0.025, 0.143, 0.039], [-0.012, 0.005, -0.005], [-0.001, 0.020, -0.005], [-0.035, 0.004, 0.007], [-0.001, -0.030, 0.009], [0.003, -0.033, -0.006], [-0.039, -0.039, -0.007], [-0.076, 0.085, -0.098], [0.343, 0.023, -0.020], [0.044, 0.051, -0.065], [0.062, 0.081, -0.101], [-0.095, -0.012, 0.165], [-0.030, 0.019, 0.056], [0.031, 0.021, -0.041], [-0.002, 0.001, -0.002], [0.009, -0.008, -0.063], [-0.018, -0.001, -0.047], [0.011, 0.005, 0.004], [0.004, -0.012, -0.005], [0.005, 0.009, 0.011], [-0.016, -0.014, -0.013], [-0.018, -0.031, 0.038], [-0.001, 0.025, 0.000], [-0.022, 0.041, 0.043], [-0.006, -0.009, -0.028], [-0.006, -0.002, 0.036], [-0.005, -0.007, -0.005], [0.001, 0.002, -0.009], [0.014, -0.003, -0.008], [-0.012, -0.012, 0.029]],
  "mulliken_charge": [-1.4449, 0.4117, 0.2404, -0.9870, -0.9315, -0.6279, -0.8301, 2.1864, 0.0737, -0.9931, -0.6911, -0.9897, -0.4551, 1.4556, 0.3023, 0.5601, 0.4670, 0.5820, 0.0128, 0.5723, 0.4534, 0.5751, 0.3342, 0.4085, 0.1784, -0.7282, -0.7009, -0.8439, -1.1672, 0.6211, 0.8201, -0.9555, -1.1058, -0.7534, -0.7034, 1.5541, 0.1069, 0.3720, 0.4822, 0.4386, 0.4532, 0.5420, 0.5463, 0.4529, 0.4608, 0.4875, -1.1079, 0.2217, -0.4546, 0.3314, 0.3999, 0.3772, 0.4854, 0.3122, -0.2652, -1.2310, 0.7297, -1.4488, -0.6362, 0.1659, -0.1395, -0.7612, -0.4912, -0.7614, -0.3072, 0.4511, 0.4887, 0.3292, 0.5576, 0.2569, 0.4841, 0.6066, 0.2326, 0.2863, 0.4189, 0.4051, 0.4101, 0.4106]
}



# 2
{
  "formula": "C42H58BiIN9O3PSb",
  "method": "wB97M-V/def2-TZVPD",
  "e_homo_ha": -0.55363,
  "orbital_gap_ev": 7.7,
  "max_force_ev_per_a": 1.3,
  "multiplicity": 1,
  "total_energy_ev": -93794.556,
  "total_charge": 3,
  "species": ["Bi", "C", "C", "C", "C", "C", "C", "N", "Sb", "C", "C", "C", "C", "C", "C", "N", "C", "C", "C", "C", "C", "C", "N", "H", "H", "H", "H", "H", "H", "H", "H", "H", "H", "H", "H", "H", "H", "H", "H", "H", "H", "C", "C", "N", "C", "C", "N", "C", "C", "H", "H", "H", "H", "H", "H", "H", "H", "H", "H", "H", "H", "H", "I", "C", "C", "C", "C", "N", "C", "H", "H", "H", "H", "C", "N", "C", "P", "O", "N", "C", "C", "N", "C", "C", "H", "H", "H", "H", "H", "H", "H", "H", "H", "H", "H", "H", "H", "H", "H", "H", "H", "H", "O", "C", "O", "C", "C", "C", "C", "C", "C", "H", "H", "H", "H", "H"],
  "xyz": [[-0.15473, 0.37817, 0.36459], [3.12531, -0.61915, -0.50285], [2.95239, -0.92054, 0.95711], [4.03957, -1.33413, 1.72197], [3.88174, -1.60263, 3.06452], [2.62566, -1.44553, 3.64111], [1.57361, -1.01481, 2.85290], [1.73783, -0.76664, 1.52822], [-0.23274, -0.62508, 3.98856], [-1.70919, -1.68240, 2.83473], [-2.31752, -2.71891, 3.52179], [-3.38434, -3.37797, 2.92469], [-3.80768, -2.95609, 1.68179], [-3.16665, -1.89489, 1.04553], [-3.69895, -1.40866, -0.27699], [-2.11377, -1.26817, 1.60768], [-0.76977, 1.36652, 3.30862], [-0.96458, 2.18960, 4.39574], [-1.38106, 3.50015, 4.20376], [-1.61079, 3.93752, 2.92295], [-1.39867, 3.10220, 1.82871], [-1.67594, 3.67708, 0.46666], [-0.97327, 1.82024, 2.02705], [3.94706, -1.20321, -0.92064], [3.36795, 0.43673, -0.64021], [2.22484, -0.80949, -1.09749], [5.01028, -1.43400, 1.24746], [4.72697, -1.91851, 3.66604], [2.47744, -1.63614, 4.69776], [-1.98480, -2.99033, 4.51696], [-3.89139, -4.18658, 3.43775], [-4.65092, -3.43340, 1.19505], [-4.10222, -2.23781, -0.86246], [-2.93850, -0.88947, -0.85715], [-4.53107, -0.71894, -0.10700], [-0.79630, 1.81094, 5.39619], [-1.52550, 4.16431, 5.04906], [-1.95432, 4.94808, 2.73418], [-1.32859, 4.70636, 0.43709], [-2.75640, 3.68569, 0.28902], [-1.18586, 3.15524, -0.34501], [0.05652, -4.63015, -2.74591], [-0.12393, -3.43944, -1.76960], [0.50781, -3.73743, -0.47260], [-0.19020, -4.85601, 0.17698], [-0.24171, -6.08831, -0.76525], [0.63881, -5.77547, -1.95106], [2.02981, -5.42344, -1.47901], [1.91766, -4.09647, -0.68492], [0.75372, -4.40938, -3.55089], [-0.87963, -4.96655, -3.18292], [-1.17919, -3.24660, -1.60027], [0.32059, -2.53625, -2.18821], [-1.19723, -4.54724, 0.43613], [0.33051, -5.10341, 1.09960], [-1.24083, -6.28898, -1.14381], [0.13591, -6.99308, -0.29645], [0.69132, -6.59559, -2.54677], [2.67053, -5.33943, -2.35341], [2.38426, -6.24859, -0.86843], [2.40319, -3.28384, -1.22684], [2.41118, -4.19794, 0.27971], [-6.20466, 1.41943, -0.26455], [-4.42410, 1.34202, -1.32548], [-4.37823, 1.53105, -2.70018], [-3.15436, 1.45577, -3.34663], [-2.01264, 1.20422, -2.60967], [-2.06165, 1.01960, -1.28300], [-3.24891, 1.08509, -0.65394], [-5.28549, 1.73643, -3.25627], [-3.08845, 1.59697, -4.41736], [-1.03010, 1.14432, -3.06729], [-3.25512, 0.91702, 0.42350], [1.31473, 1.59342, -6.17374], [0.75692, 0.75953, -5.10100], [-0.46208, 0.04912, -5.50265], [1.70344, 0.11543, -3.91556], [0.82113, -0.45192, -2.83879], [2.69511, 1.33947, -3.42733], [2.12520, 2.68338, -3.23127], [4.14707, 1.36383, -3.62019], [2.72693, -1.05656, -4.46912], [3.41893, -0.89077, -5.75257], [2.56284, -2.45018, -4.06511], [1.55057, 1.00566, -7.06199], [2.21787, 2.10203, -5.84196], [0.58831, 2.35510, -6.45714], [-0.29928, -0.55738, -6.39888], [-1.24851, 0.77219, -5.73479], [-0.80191, -0.60286, -4.70119], [1.04289, 2.64323, -3.14917], [2.38478, 3.35531, -4.05324], [2.51058, 3.11733, -2.31190], [4.54760, 0.35629, -3.68383], [4.61195, 1.86453, -2.76682], [4.43228, 1.92017, -4.51990], [3.54662, 0.16313, -5.99783], [2.87306, -1.37285, -6.56942], [4.41206, -1.33935, -5.69588], [1.95697, -2.49422, -3.16030], [3.54064, -2.90149, -3.86406], [2.07631, -3.04320, -4.85064], [1.08911, 3.95312, -0.40688], [1.47540, 3.16874, 0.41972], [1.32941, 1.82743, 0.22967], [2.10144, 3.59192, 1.70824], [2.21794, 4.96061, 1.94240], [2.75675, 5.41902, 3.13400], [3.18783, 4.51406, 4.09838], [3.08293, 3.14666, 3.86717], [2.54310, 2.68760, 2.67224], [1.88958, 5.65385, 1.17638], [2.85477, 6.48532, 3.30908], [3.62079, 4.87715, 5.02440], [3.43691, 2.44074, 4.61183], [2.49259, 1.62551, 2.47001]],
  "atomic_forces_ev_per_a": [[0.043, 0.191, -0.478], [-0.134, 0.047, 0.022], [-0.349, -0.022, 0.042], [0.152, -0.062, -0.052], [0.088, -0.035, 0.067], [-0.013, 0.017, 0.005], [0.035, 0.223, -0.417], [0.230, -0.076, 0.422], [0.044, -0.063, -0.080], [-0.058, 0.200, -0.280], [0.000, 0.068, -0.092], [-0.117, -0.072, -0.003], [-0.078, -0.146, 0.060], [0.140, 0.105, -0.124], [0.113, -0.905, 0.131], [-0.061, -0.287, 0.225], [0.042, 0.014, -0.549], [0.007, -0.014, -0.005], [-0.064, 0.193, 0.102], [-0.042, 0.124, -0.001], [0.199, -0.408, 0.010], [-0.093, -0.223, 0.142], [-0.159, 0.313, 0.446], [-0.028, 0.007, 0.047], [-0.020, 0.002, 0.012], [0.083, 0.012, 0.126], [-0.104, 0.007, 0.046], [-0.059, 0.011, -0.043], [0.030, 0.012, -0.051], [-0.012, -0.019, -0.055], [0.027, 0.015, -0.038], [0.046, 0.060, 0.039], [0.049, -0.036, 0.079], [-0.200, -0.861, 0.117], [0.086, -0.448, 0.076], [0.009, 0.052, -0.018], [-0.005, -0.059, -0.068], [0.055, -0.071, 0.019], [0.018, 0.032, 0.022], [0.057, -0.034, 0.023], [0.042, -0.078, -0.032], [0.034, 0.008, 0.201], [0.274, -0.250, 0.184], [-0.012, -0.111, -0.117], [0.247, 0.067, -0.291], [0.080, 0.173, 0.022], [-0.016, 0.239, 0.175], [-0.161, 0.148, 0.021], [-0.263, 0.036, -0.047], [0.040, -0.043, 0.017], [-0.046, -0.085, 0.012], [-0.160, 0.018, 0.046], [-0.126, 0.032, 0.028], [-0.157, 0.077, 0.037], [0.040, -0.001, 0.034], [-0.021, 0.016, -0.083], [0.065, -0.042, -0.021], [0.014, -0.146, -0.093], [-0.028, -0.004, -0.075], [-0.023, -0.097, 0.031], [-0.037, -0.065, 0.046], [0.003, -0.009, 0.043], [-0.084, 0.123, -0.009], [-0.131, 0.419, -0.105], [-0.071, 0.013, -0.020], [-0.042, 0.007, -0.114], [0.196, -0.004, 0.205], [-0.176, 0.450, 0.330], [0.515, 1.157, -0.187], [0.056, -0.013, 0.017], [-0.003, 0.015, 0.059], [-0.104, -0.046, 0.035], [0.101, 0.214, -0.224], [-0.129, 0.023, 0.171], [-0.284, 0.017, -0.357], [0.180, 0.080, -0.075], [0.124, 0.258, 0.513], [-0.102, 0.020, 0.156], [-0.006, 0.271, -0.424], [0.164, -0.194, 0.093], [-0.066, 0.040, 0.214], [0.012, -0.605, -0.129], [-0.012, -0.033, 0.115], [0.128, 0.280, -0.051], [-0.004, -0.056, -0.047], [-0.030, -0.049, 0.008], [-0.036, 0.023, 0.015], [0.032, 0.011, -0.015], [0.040, -0.020, -0.010], [0.006, 0.041, 0.042], [-0.051, -0.058, 0.024], [0.011, -0.037, -0.049], [0.030, -0.015, 0.052], [-0.025, 0.013, 0.013], [-0.040, -0.016, -0.026], [-0.048, -0.008, 0.012], [-0.013, -0.096, 0.062], [-0.023, 0.016, 0.023], [0.011, 0.003, 0.011], [0.176, 0.094, -0.178], [-0.006, 0.019, -0.037], [0.013, 0.052, -0.027], [0.088, -0.016, -0.048], [-0.268, -0.178, -0.030], [0.220, 0.218, 0.101], [-0.015, -0.121, -0.058], [-0.018, 0.118, -0.013], [0.037, 0.061, 0.022], [-0.009, -0.018, 0.011], [-0.018, -0.023, -0.061], [0.033, -0.028, 0.014], [0.021, -0.048, 0.070], [-0.017, -0.120, -0.021], [-0.050, -0.042, -0.080], [-0.021, 0.072, -0.074], [-0.042, -0.032, 0.021]],
  "mulliken_charge": [1.5260, -1.5395, 0.8441, -0.6423, -1.0379, -0.7303, -0.3849, 0.7629, 1.1479, -0.0859, -0.8040, -0.7028, -0.8565, 0.6314, -0.8916, 0.4563, -0.1431, -0.6486, -0.8328, -0.9623, 0.9358, -1.5622, 1.1355, 0.7964, 0.3244, -0.4019, 0.6164, 0.4872, 0.5901, 0.5212, 0.4703, 0.5766, 0.5891, -0.0753, 0.0509, 0.5339, 0.4696, 0.6134, 0.6106, 0.4085, -0.1748, -0.9233, 1.0421, 0.1213, -0.2473, -0.8084, 0.0060, -0.9666, 0.1155, 0.1777, 0.3517, 0.3799, -0.7886, 0.0274, 0.5450, 0.3932, 0.3298, 0.3315, 0.4385, 0.2603, -0.3548, 0.7570, 0.1449, -0.5372, -0.5696, -0.9513, -0.7964, 0.9244, -1.5114, 0.4842, 0.4600, 0.5692, 1.1487, -0.9996, 0.7665, -1.0135, -0.7557, -0.2799, 1.2006, -1.1400, -1.3255, 0.6100, -1.0765, -0.6893, 0.3234, 0.2922, 0.3365, 0.3389, 0.2078, 0.2848, 0.2325, 0.3456, 0.2731, 0.3768, 0.3576, 0.3187, 0.3620, 0.2569, 0.3507, -0.5610, 0.3926, 0.4935, -0.6152, 0.0579, 0.0996, 0.0099, -0.7636, -0.7596, -0.5361, -0.9445, 0.3583, 0.5187, 0.4537, 0.4480, 0.4685, 0.7500]
}